The following is a quantum chemistry calculation of 13 unconnected molecules or ions with the total composition H26O13 in a non-equilibrium geometry, from the Open Molecules 2025 dataset.

Structure (XYZ):
```
39
Properties=species:S:1:pos:R:3:forces:R:3:mulliken_charge:R:1
O -0.17023 0.29273 3.36238 0.08 0.41 0.26 -0.6310
H -0.12475 0.72741 2.51078 0.02 0.07 -0.18 0.3073
H -0.10324 -0.64030 3.15945 -0.12 -0.63 0.06 0.3190
O -1.89460 -1.97607 -2.06668 0.39 0.43 -0.18 -0.6426
H -1.97557 -2.90782 -2.27047 -0.09 -0.30 -0.23 0.3084
H -1.87866 -1.94010 -1.11029 -0.03 -0.29 0.47 0.3450
O 2.50195 1.87456 -2.72366 0.00 0.18 -0.59 -0.4838
H 2.53890 1.50660 -1.84078 0.39 -0.19 0.53 0.3987
H 1.57156 2.04017 -2.87589 -0.01 -0.04 -0.61 0.2714
O -2.40147 0.65285 0.41089 -0.75 -0.01 -0.14 -0.6550
H -2.33393 1.59226 0.24006 0.11 0.35 0.02 0.2024
H -3.34194 0.47480 0.40472 -0.54 0.08 0.13 0.2400
O 3.21736 0.67611 -0.45477 1.07 -1.01 -1.61 -0.4299
H 2.79254 -0.05663 -0.00886 -0.69 -1.64 0.81 0.4471
H 2.94461 1.44882 0.03995 -0.32 1.95 1.41 0.4654
O 2.03383 -1.28420 1.28108 1.20 -0.09 -0.51 -0.7493
H 2.33152 -1.31781 2.19020 0.33 -0.21 0.36 0.3792
H 1.18624 -0.84133 1.32231 -0.83 0.48 -0.08 0.3554
O -2.61041 0.90518 -2.78835 0.30 0.34 -0.03 -0.5950
H -3.24929 1.56424 -2.51683 -0.30 0.21 -0.13 0.3065
H -2.45048 0.38677 -1.99974 0.06 -0.45 0.03 0.3348
O -2.27464 -2.20703 0.81632 0.08 0.13 -0.45 -0.6616
H -2.50632 -1.28786 0.68335 -0.08 0.22 0.32 0.2921
H -3.06647 -2.69058 0.58091 -0.29 -0.43 0.11 0.3164
O 0.27815 2.52767 -0.86641 0.00 -0.03 0.24 -0.5594
H 0.23651 2.43103 -1.81782 -0.32 0.04 -0.26 0.2004
H -0.27932 3.28241 -0.67722 -0.29 0.37 0.05 0.2692
O 0.04440 0.05936 0.39332 0.76 -0.62 0.05 -0.0638
H 0.19822 0.87891 -0.07667 0.06 0.49 -0.26 0.1444
H -0.90838 -0.00396 0.45985 -0.32 0.02 0.06 0.1821
O 2.46640 2.74746 0.86261 -0.15 0.06 0.05 -0.6530
H 1.71378 3.09675 0.38535 -0.26 0.05 -0.40 0.2930
H 2.58080 3.34546 1.60122 0.43 -0.02 0.38 0.3322
O -0.15138 -2.63452 2.40547 0.33 0.22 0.37 -0.5989
H 0.44883 -3.36091 2.23712 0.25 -0.24 0.15 0.3513
H -0.61397 -2.50850 1.57700 -0.55 -0.13 -0.15 0.3377
O 1.33299 -2.46970 -1.17973 0.44 -0.16 -0.54 -0.4740
H 0.45823 -2.14371 -1.39131 -0.75 0.25 -0.46 0.3933
H 1.45827 -2.24049 -0.25886 0.42 0.15 0.95 0.4045
```
Positions in Å, forces in eV/Å.

The calculation puts the relative energy (zero: lowest compared OMol25 entry of this formula, charge and spin) at 34.3 kcal per mole. The expectation value of S² is 0.76. For the highest occupied orbital energy (spin up / spin down), the calculation gives -13.9935 / -13.9913 eV. For the maximum force, the calculation gives 2.42 eV/Å. The net charge is +1. The frontier orbital gap (spin up / spin down) comes out at 10.34 / 3.70 eV. The calculation puts the total energy at -993.30864 Eh. Its spin multiplicity is 2.